(1)
Below is a cluster of 2 separate species, C9H14O in total at a distorted geometry, with properties calculated with ωB97M-V/def2-TZVPD.

Each atom is followed by the atoms it is bonded to, with distances in Å.
Geometry (Å):
1 C 0.502 0.921 -1.544  H12 1.086, C13 1.398, C23 1.375
2 H -1.683 -3.006 1.194  C22 1.093
3 H 3.274 0.200 0.268  C5 1.083
4 C -0.701 2.038 1.833  H14 1.099, C15 1.520, H17 1.083, H18 1.092
5 C 2.250 0.470 0.039  H3 1.083, C21 1.393, C23 1.395
6 H -1.007 -2.624 -1.496  C19 1.091
7 H -1.304 1.823 -0.854  C13 1.080
8 H 3.390 0.327 -2.239  O10 0.956
9 H -2.472 -1.551 0.846  C22 1.092
10 O 2.529 -0.084 -2.295  H8 0.956, C23 1.388
11 H 0.164 -2.077 -0.282  C19 1.086
12 H 0.192 0.896 -2.584  C1 1.086
13 C -0.316 1.496 -0.566  C1 1.398, H7 1.080, C15 1.390
14 H -1.123 1.323 2.552  C4 1.099
15 C 0.140 1.395 0.743  C4 1.520, C13 1.390, C21 1.395
16 H -1.098 -0.991 -0.897  C19 1.081
17 H -1.520 2.572 1.366  C4 1.083
18 H -0.097 2.638 2.516  C4 1.092
19 C -0.871 -2.007 -0.606  H6 1.091, H11 1.086, H16 1.081, C22 1.548
20 H -2.790 -2.945 -0.208  C22 1.084
21 C 1.351 0.778 1.058  C5 1.393, C15 1.395, H24 1.085
22 C -2.025 -2.410 0.343  H2 1.093, H9 1.092, C19 1.548, H20 1.084
23 C 1.746 0.408 -1.260  C1 1.375, C5 1.395, O10 1.388
24 H 1.469 0.410 2.072  C21 1.085

The spin multiplicity is 1. The energy above the lowest of the compared OMol25 structures with the same formula, charge and spin is 89.2 kJ/mol. As for the structure (SMILES): Cc1ccc(O)cc1.CC. As for the gap between HOMO and LUMO: 9.45 eV.

(2)
Below is a cluster of 2 separate species, C9H14O in total, with properties calculated with ωB97M-V/def2-TZVPD.

Each atom is followed by the atoms it is bonded to, with distances in Å.
Geometry (Å):
1 C -1.304 -1.614 2.860  C3 1.506, H13 1.089, H17 1.097, H23 1.090
2 H 2.794 2.512 1.072  C19 1.092
3 C -1.141 -1.174 1.429  C1 1.506, C12 1.384, C14 1.388
4 H -1.808 0.808 1.808  C12 1.081
5 H -1.520 1.566 -0.556  C6 1.083
6 C -1.327 0.541 -0.266  H5 1.083, C10 1.383, C12 1.390
7 H 4.450 2.693 0.561  C19 1.100
8 H 3.895 2.354 -1.775  C15 1.090
9 H -0.063 -0.507 -2.959  O18 0.968
10 C -0.846 -0.357 -1.202  C6 1.383, O18 1.374, C22 1.384
11 H 3.262 3.985 0.304  C19 1.090
12 C -1.456 0.120 1.052  C3 1.384, H4 1.081, C6 1.390
13 H -2.292 -2.051 2.996  C1 1.089
14 C -0.751 -2.081 0.453  C3 1.388, H21 1.086, C22 1.393
15 C 3.083 2.228 -1.058  H8 1.090, H16 1.091, C19 1.521, H20 1.086
16 H 2.884 1.169 -0.887  C15 1.091
17 H -1.272 -0.753 3.540  C1 1.097
18 O -0.632 0.110 -2.476  H9 0.968, C10 1.374
19 C 3.413 2.906 0.263  H2 1.092, H7 1.100, H11 1.090, C15 1.521
20 H 2.194 2.640 -1.527  C15 1.086
21 H -0.514 -3.095 0.759  C14 1.086
22 C -0.625 -1.684 -0.876  C10 1.384, C14 1.393, H24 1.083
23 H -0.503 -2.280 3.180  C1 1.090
24 H -0.453 -2.437 -1.635  C22 1.083

The spin multiplicity is 1. The energy above the lowest of the compared OMol25 structures with the same formula, charge and spin is 20.8 kJ/mol. As for the structure (SMILES): Cc1ccc(O)cc1.CC. As for the gap between HOMO and LUMO: 9.30 eV.

(3)
Below is a cluster of 2 separate species, C9H14O in total at a distorted geometry, with properties calculated with ωB97M-V/def2-TZVPD.

Each atom is followed by the atoms it is bonded to, with distances in Å.
Geometry (Å):
1 H 3.665 0.294 -1.495  C17 1.083
2 C -1.340 1.015 0.342  C4 1.385, O13 1.389, C14 1.389
3 H -1.041 1.074 2.452  C14 1.078
4 C -1.308 0.296 -0.841  C2 1.385, H18 1.064, C20 1.393
5 H 0.451 -0.852 2.347  C19 1.080
6 H 0.968 0.866 -0.291  C23 1.087
7 H 1.921 2.164 -0.873  C23 1.093
8 H 2.589 1.135 0.427  C23 1.074
9 H -2.614 2.358 0.875  O13 0.964
10 C 0.683 -2.718 0.107  C11 1.500, H12 1.095, H15 1.092, H16 1.092
11 C -0.066 -1.435 0.313  C10 1.500, C19 1.378, C20 1.404
12 H 1.343 -3.018 0.928  C10 1.095
13 O -1.849 2.306 0.290  C2 1.389, H9 0.964
14 C -0.878 0.507 1.549  C2 1.389, H3 1.078, C19 1.396
15 H 1.339 -2.631 -0.762  C10 1.092
16 H 0.049 -3.595 -0.038  C10 1.092
17 C 2.585 0.223 -1.532  H1 1.083, H21 1.086, H22 1.092, C23 1.525
18 H -1.466 0.711 -1.807  C4 1.064
19 C -0.133 -0.670 1.457  H5 1.080, C11 1.378, C14 1.396
20 C -0.836 -1.013 -0.784  C4 1.393, C11 1.404, H24 1.076
21 H 2.290 -0.822 -1.501  C17 1.086
22 H 2.309 0.526 -2.543  C17 1.092
23 C 2.001 1.151 -0.471  H6 1.087, H7 1.093, H8 1.074, C17 1.525
24 H -0.901 -1.652 -1.647  C20 1.076

The spin multiplicity is 1. The energy above the lowest of the compared OMol25 structures with the same formula, charge and spin is 80.7 kJ/mol. As for the structure (SMILES): Cc1ccc(O)cc1.CC. As for the gap between HOMO and LUMO: 9.59 eV.

(4)
Below is a cluster of 2 separate species, C9H14O in total at a distorted geometry, with properties calculated with ωB97M-V/def2-TZVPD.

Each atom is followed by the atoms it is bonded to, with distances in Å.
Geometry (Å):
1 C 1.820 -0.966 -0.715  C12 1.429, C21 1.471, C23 1.331
2 H 3.304 -1.521 -2.035  C21 1.068
3 C 0.293 -2.541 0.350  C12 1.380, C16 1.437, H24 1.087
4 H -0.414 2.220 0.990  C14 1.124
5 C -2.299 2.170 -0.154  H8 1.099, C14 1.623, O18 1.345, H19 1.176
6 H -1.291 -1.576 1.577  C16 1.089
7 H 3.117 0.271 -1.972  C21 1.222
8 H -3.099 2.816 -0.541  C5 1.099
9 H 1.987 -3.167 -0.761  C12 1.107
10 C 0.223 -0.234 0.873  H11 1.011, C16 1.366, C23 1.445
11 H -0.136 0.519 1.445  C10 1.011
12 C 1.351 -2.299 -0.502  C1 1.429, C3 1.380, H9 1.107
13 H -1.284 3.621 1.285  C14 1.142
14 C -0.997 2.971 0.391  H4 1.124, C5 1.623, H13 1.142, H17 1.033
15 H 1.783 -0.954 -2.846  C21 1.136
16 C -0.413 -1.440 0.946  C3 1.437, H6 1.089, C10 1.366
17 H -0.434 3.538 -0.263  C14 1.033
18 O -2.855 1.575 0.916  C5 1.345, H20 0.938
19 H -1.890 1.291 -0.821  C5 1.176
20 H -3.759 1.364 0.784  O18 0.938
21 C 2.521 -0.795 -1.998  C1 1.471, H2 1.068, H7 1.222, H15 1.136
22 H 1.773 1.110 -0.183  C23 1.168
23 C 1.371 0.035 0.038  C1 1.331, C10 1.445, H22 1.168
24 H -0.033 -3.536 0.643  C3 1.087

The spin multiplicity is 1. The energy above the lowest of the compared OMol25 structures with the same formula, charge and spin is 239.8 kJ/mol. As for the structure (SMILES): Cc1ccccc1.CCO. As for the gap between HOMO and LUMO: 9.77 eV.

(5)
Below is a cluster of 2 separate species, C9H14O in total at a distorted geometry, with properties calculated with ωB97M-V/def2-TZVPD.

Each atom is followed by the atoms it is bonded to, with distances in Å.
Geometry (Å):
1 O -1.036 1.403 3.284  C5 1.382, H22 0.968
2 C -1.097 1.452 -0.331  H9 1.083, C17 1.369, C24 1.404
3 H 2.723 0.897 -0.402  C16 1.084
4 C -1.422 -0.850 0.466  C17 1.410, H20 1.077, C23 1.381
5 C -1.089 0.928 1.987  O1 1.382, C23 1.396, C24 1.370
6 H -0.958 -1.528 -2.042  C8 1.081
7 H 3.565 -0.839 -1.756  C10 1.094
8 C -1.377 -0.537 -1.927  H6 1.081, C17 1.523, H18 1.094, H19 1.094
9 H -1.007 2.152 -1.153  C2 1.083
10 C 2.643 -1.128 -1.240  H7 1.094, H11 1.085, H14 1.091, C16 1.540
11 H 1.793 -1.129 -1.914  C10 1.085
12 H 1.313 -0.113 0.067  C16 1.090
13 H -1.659 -1.001 2.634  C23 1.073
14 H 2.939 -2.106 -0.858  C10 1.091
15 H 2.885 -0.318 0.816  C16 1.090
16 C 2.385 -0.096 -0.127  H3 1.084, C10 1.540, H12 1.090, H15 1.090
17 C -1.305 0.117 -0.553  C2 1.369, C4 1.410, C8 1.523
18 H -2.410 -0.494 -2.282  C8 1.094
19 H -0.823 0.024 -2.685  C8 1.094
20 H -1.589 -1.859 0.130  C4 1.077
21 H -0.945 2.933 1.232  C24 1.083
22 H -1.077 0.633 3.869  O1 0.968
23 C -1.360 -0.426 1.779  C4 1.381, C5 1.396, H13 1.073
24 C -1.092 1.884 1.005  C2 1.404, C5 1.370, H21 1.083

The spin multiplicity is 1. The energy above the lowest of the compared OMol25 structures with the same formula, charge and spin is 64.0 kJ/mol. As for the structure (SMILES): Cc1ccc(O)cc1.CC. As for the gap between HOMO and LUMO: 9.31 eV.

(6)
Below is a cluster of 2 separate species, C9H14O in total at a distorted geometry, with properties calculated with ωB97M-V/def2-TZVPD.

Each atom is followed by the atoms it is bonded to, with distances in Å.
Geometry (Å):
1 O 0.713 -1.076 -3.014  H19 0.952, C24 1.354
2 C 1.822 2.528 1.225  H10 1.085, H12 1.083, H15 1.088, C20 1.536
3 C 0.023 0.254 -1.194  H9 1.086, C17 1.373, C24 1.403
4 C 2.407 1.571 -1.107  H5 1.086, C7 1.403, C20 1.370
5 H 3.363 2.079 -1.027  C4 1.086
6 C -3.427 -1.826 1.214  H13 1.085, C14 1.534, H16 1.081, H18 1.097
7 C 2.167 0.666 -2.151  C4 1.403, H11 1.080, C24 1.384
8 H -1.309 -1.659 1.655  C14 1.081
9 H -0.984 -0.147 -1.278  C3 1.086
10 H 2.831 2.375 1.590  C2 1.085
11 H 2.929 0.574 -2.911  C7 1.080
12 H 1.083 2.204 1.948  C2 1.083
13 H -4.064 -2.586 0.775  C6 1.085
14 C -2.086 -2.411 1.674  C6 1.534, H8 1.081, H21 1.100, H23 1.087
15 H 1.634 3.566 0.956  C2 1.088
16 H -3.327 -0.947 0.593  C6 1.081
17 C 0.355 0.911 -0.036  C3 1.373, C20 1.434, H22 1.078
18 H -3.945 -1.423 2.093  C6 1.097
19 H 1.444 -1.250 -3.599  O1 0.952
20 C 1.568 1.675 -0.028  C2 1.536, C4 1.370, C17 1.434
21 H -2.121 -2.680 2.740  C14 1.100
22 H -0.287 1.011 0.825  C17 1.078
23 H -1.777 -3.349 1.220  C14 1.087
24 C 0.988 -0.059 -2.164  O1 1.354, C3 1.403, C7 1.384

The spin multiplicity is 1. The energy above the lowest of the compared OMol25 structures with the same formula, charge and spin is 68.3 kJ/mol. As for the structure (SMILES): Cc1ccc(O)cc1.CC. As for the gap between HOMO and LUMO: 9.17 eV.

(7)
Below is a cluster of 2 separate species, C9H14O in total at a distorted geometry, with properties calculated with ωB97M-V/def2-TZVPD.

Each atom is followed by the atoms it is bonded to, with distances in Å.
Geometry (Å):
1 H -0.310 2.224 -2.636  C23 1.090
2 H -0.378 1.186 -1.261  C23 1.088
3 C -1.324 -2.390 -0.134  C10 1.371, C14 1.390, O24 1.388
4 H 2.043 0.398 1.815  C22 1.088
5 C 1.153 2.773 -1.130  H15 1.096, H17 1.087, H19 1.085, C23 1.531
6 H -1.692 -0.163 2.342  C9 1.085
7 H 0.911 0.999 -2.422  C23 1.087
8 H 0.468 -2.710 -1.258  C14 1.084
9 C -1.176 -0.745 1.587  H6 1.085, C10 1.404, C18 1.381
10 C -1.932 -1.693 0.879  C3 1.371, C9 1.404, H12 1.085
11 H 1.723 -0.985 -0.110  C13 1.077
12 H -2.955 -1.815 1.221  C10 1.085
13 C 0.727 -1.194 0.242  H11 1.077, C14 1.384, C18 1.397
14 C 0.013 -2.163 -0.440  C3 1.390, H8 1.084, C13 1.384
15 H 1.387 2.369 -0.138  C5 1.096
16 H 0.666 1.531 1.931  C22 1.106
17 H 2.108 2.937 -1.623  C5 1.087
18 C 0.139 -0.460 1.276  C9 1.381, C13 1.397, C22 1.507
19 H 0.585 3.681 -0.957  C5 1.085
20 H -2.293 -3.012 -1.696  O24 0.969
21 H 0.848 0.374 3.152  C22 1.083
22 C 0.992 0.485 2.084  H4 1.088, H16 1.106, C18 1.507, H21 1.083
23 C 0.319 1.738 -1.889  H1 1.090, H2 1.088, C5 1.531, H7 1.087
24 O -2.022 -3.364 -0.835  C3 1.388, H20 0.969

The spin multiplicity is 1. The energy above the lowest of the compared OMol25 structures with the same formula, charge and spin is 36.1 kJ/mol. As for the structure (SMILES): Cc1ccc(O)cc1.CC. As for the gap between HOMO and LUMO: 9.71 eV.

(8)
Below is a cluster of 2 separate species, C9H14O in total at a distorted geometry, with properties calculated with ωB97M-V/def2-TZVPD.

Each atom is followed by the atoms it is bonded to, with distances in Å.
Geometry (Å):
1 H 2.253 -1.920 1.304  C6 1.072
2 C -2.122 0.355 1.001  H8 1.087, H11 1.091, H15 1.097, C16 1.527
3 C 1.676 -0.157 0.266  C6 1.384, H7 1.075, C21 1.400
4 C 0.349 -0.444 -1.694  H20 1.087, C21 1.384, C22 1.394
5 O 0.889 -3.718 -0.150  C17 1.373, H18 0.978
6 C 1.637 -1.516 0.526  H1 1.072, C3 1.384, C17 1.393
7 H 2.269 0.502 0.873  C3 1.075
8 H -2.315 -0.365 1.792  C2 1.087
9 H -1.660 1.957 2.487  C16 1.088
10 H -3.100 2.220 1.486  C16 1.091
11 H -1.219 0.060 0.463  C2 1.091
12 H 2.009 2.113 -1.704  C13 1.102
13 C 1.136 1.899 -1.065  H12 1.102, H14 1.088, C21 1.515, H24 1.090
14 H 0.221 2.291 -1.503  C13 1.088
15 H -2.814 0.319 0.151  C2 1.097
16 C -2.094 1.798 1.502  C2 1.527, H9 1.088, H10 1.091, H19 1.086
17 C 0.926 -2.357 -0.328  O5 1.373, C6 1.393, C22 1.382
18 H 1.332 -3.928 0.696  O5 0.978
19 H -1.509 2.437 0.847  C16 1.086
20 H -0.309 -0.071 -2.475  C4 1.087
21 C 1.000 0.410 -0.821  C3 1.400, C4 1.384, C13 1.515
22 C 0.295 -1.812 -1.429  C4 1.394, C17 1.382, H23 1.085
23 H -0.228 -2.502 -2.083  C22 1.085
24 H 1.377 2.426 -0.142  C13 1.090

The spin multiplicity is 1. The energy above the lowest of the compared OMol25 structures with the same formula, charge and spin is 30.7 kJ/mol. As for the structure (SMILES): Cc1ccc(O)cc1.CC. As for the gap between HOMO and LUMO: 9.31 eV.

(9)
Below is a cluster of 2 separate species, C9H14O in total at a distorted geometry, with properties calculated with ωB97M-V/def2-TZVPD.

Each atom is followed by the atoms it is bonded to, with distances in Å.
Geometry (Å):
1 C -1.183 -0.152 -1.557  C10 1.459, C22 1.325, O24 1.401
2 C 2.043 -1.961 0.007  H6 1.077, H8 1.095, H20 1.148, C21 1.447
3 H 1.176 1.745 2.355  C16 1.108
4 C -0.928 2.259 1.681  C16 1.595, H18 1.102, H19 1.063, H23 1.096
5 H -0.128 1.981 3.671  C16 1.098
6 H 1.735 -2.764 0.655  C2 1.077
7 C -0.139 -2.109 -0.839  C10 1.378, H12 1.089, C21 1.369
8 H 2.602 -2.444 -0.800  C2 1.095
9 H -2.058 -2.198 -1.836  C10 1.071
10 C -1.208 -1.611 -1.552  C1 1.459, C7 1.378, H9 1.071
11 H -2.380 0.721 -2.837  O24 1.057
12 H -0.097 -3.185 -0.675  C7 1.089
13 H 1.998 0.646 -1.092  C15 1.103
14 H -0.204 1.643 -1.890  C22 1.053
15 C 1.071 0.047 -1.112  H13 1.103, C21 1.422, C22 1.413
16 C 0.127 1.593 2.676  H3 1.108, C4 1.595, H5 1.098, H17 1.039
17 H -0.030 0.571 2.776  C16 1.039
18 H -0.713 1.766 0.720  C4 1.102
19 H -0.997 3.269 1.356  C4 1.063
20 H 2.936 -1.432 0.496  C2 1.148
21 C 0.940 -1.289 -0.645  C2 1.447, C7 1.369, C15 1.422
22 C -0.117 0.634 -1.603  C1 1.325, H14 1.053, C15 1.413
23 H -1.965 2.013 1.936  C4 1.096
24 O -2.480 0.258 -1.892  C1 1.401, H11 1.057

The spin multiplicity is 1. The energy above the lowest of the compared OMol25 structures with the same formula, charge and spin is 226.2 kJ/mol. As for the structure (SMILES): Cc1ccc(O)cc1.CC. As for the gap between HOMO and LUMO: 9.12 eV.

(10)
Below is a cluster of 2 separate species, C9H14O in total at a distorted geometry, with properties calculated with ωB97M-V/def2-TZVPD.

Each atom is followed by the atoms it is bonded to, with distances in Å.
Geometry (Å):
1 C -0.580 2.007 0.178  H6 1.085, C11 1.389, C15 1.398
2 C -1.532 -0.050 1.000  H13 1.081, C15 1.385, C22 1.392
3 H 1.536 2.365 0.636  C11 1.080
4 O 1.893 0.128 2.118  H23 0.977, C24 1.378
5 H 0.771 -0.533 -0.746  C14 1.091
6 H -0.596 2.917 -0.411  C1 1.085
7 H 1.773 -2.981 -0.262  C12 1.078
8 H -2.364 1.719 -1.690  C9 1.095
9 C -2.736 1.255 -0.771  H8 1.095, H10 1.097, C15 1.500, H16 1.083
10 H -3.131 0.276 -1.074  C9 1.097
11 C 0.650 1.763 0.775  C1 1.389, H3 1.080, C24 1.392
12 C 2.085 -2.335 -1.067  H7 1.078, C14 1.564, H17 1.094, H18 1.083
13 H -2.367 -0.719 1.150  C2 1.081
14 C 0.873 -1.402 -1.396  H5 1.091, C12 1.564, H20 1.088, H21 1.090
15 C -1.650 1.111 0.253  C1 1.398, C2 1.385, C9 1.500
16 H -3.639 1.819 -0.573  C9 1.083
17 H 2.885 -1.742 -0.615  C12 1.094
18 H 2.448 -2.756 -1.996  C12 1.083
19 H -0.125 -1.097 2.336  C22 1.083
20 H -0.072 -1.916 -1.234  C14 1.088
21 H 1.122 -0.998 -2.378  C14 1.090
22 C -0.367 -0.225 1.741  C2 1.392, H19 1.083, C24 1.404
23 H 2.354 0.850 2.586  O4 0.977
24 C 0.768 0.546 1.440  O4 1.378, C11 1.392, C22 1.404

The spin multiplicity is 1. The energy above the lowest of the compared OMol25 structures with the same formula, charge and spin is 96.4 kJ/mol. As for the structure (SMILES): Cc1ccc(O)cc1.CC. As for the gap between HOMO and LUMO: 9.34 eV.